(1)
ORCA calculation (wB97M-V/def2-TZVPD) on one molecule with the formula C2N2S.

Structure (XYZ):
```
5
Properties=species:S:1:pos:R:3:forces:R:3:mulliken_charge:R:1
C 1.3427 0.2198 0.0621 11.7 -1.4 1.0 -0.248
C 0.1518 0.0314 -0.0466 -14.5 0.8 -0.3 0.811
N 2.2583 -0.4939 0.1738 1.5 1.2 0.1 -0.248
N -1.0134 0.1271 0.0569 -2.0 -0.6 -1.6 -0.166
S -2.7395 0.1156 -0.2461 3.2 0.0 0.9 -0.149
```
Forces are in eV/Å.

Results
- Structure (SMILES): N#CC#[N+][S-]
- Multiplicity: 1
- Charge: 0
- LUMO (alpha / beta): -1.51 / -1.51 eV
- ΔE to the lowest compared entry with this formula, charge and spin: 3.3160 eV
- Energy: -583.7476 Ha

---

(2)
ORCA calculation (wB97M-V/def2-TZVPD) on one molecule with the formula C2N4O.

Structure (XYZ):
```
7
Properties=species:S:1:pos:R:3:forces:R:3:mulliken_charge:R:1
C 1.8812 -0.1473 0.0034 -0.7 -0.4 0.0 0.590
C -1.8774 -0.1767 0.0253 -0.2 1.1 -0.2 0.479
N 1.3075 1.0330 -0.0302 1.7 1.3 0.0 -0.252
N -3.0157 -0.3346 -0.0507 -0.9 -0.2 0.0 -0.299
N 2.2532 -1.2331 -0.0126 0.9 -1.0 0.0 -0.290
N -0.5782 -0.1519 0.0806 2.0 -1.6 0.2 -0.375
O 0.0294 1.0106 -0.0157 -2.8 0.8 -0.1 0.147
```
Forces are in eV/Å.

Results
- Multiplicity: 1
- Charge: 0
- LUMO (alpha / beta): -2.79 / -2.98 eV
- ΔE to the lowest compared entry with this formula, charge and spin: 3.5752 eV
- Energy: -370.2354 Ha

---

(3)
ORCA calculation (wB97M-V/def2-TZVPD) on an isolated ion of composition C2NO4S and charge -1.

Structure (XYZ):
```
8
Properties=species:S:1:pos:R:3:forces:R:3:mulliken_charge:R:1
C 1.6087 0.8705 0.0120 -0.2 -1.7 0.1 0.309
C -1.8456 0.0077 0.0897 -1.5 0.3 -3.0 0.649
N 2.1008 1.8673 -0.2155 0.8 2.0 -0.3 -0.432
O -0.3546 -0.5407 -0.3541 2.0 -1.1 -0.5 -0.332
O -2.3847 0.1725 -0.9790 0.2 0.0 0.4 -0.567
O -2.0285 0.0863 1.2424 0.3 0.0 2.7 -0.531
O 1.9242 -1.7027 -0.2157 -0.9 0.7 -0.2 -0.566
S 0.9798 -0.7610 0.4201 -0.7 -0.2 0.8 0.469
```
Forces are in eV/Å.

Results
- Multiplicity: 1
- Charge: -1
- LUMO: 3.60 eV
- ΔE to the lowest compared entry with this formula, charge and spin: 0.5114 eV
- Energy: -830.1717 Ha